*a*
Entry from OMol25: one molecule with the formula CH4N4 (wB97M-V/def2-TZVPD).

Calculated values
Molecular weight   72.07 g mol⁻¹
SMILES string   [H]/N=N/N=N/C
HOMO   -8.7 eV
Frontier orbital gap   0.3383 hartree

Bonds (Å) are listed after each position.
Cartesian coordinates (Å):
1 H -3.556 -0.553 -0.159  N2 1.041
2 N -2.726 -0.441 -0.777  H1 1.041, N3 1.204
3 N -1.740 -0.177 -0.138  N2 1.204, N4 1.148
4 N -0.595 -0.090 -0.114  N3 1.148, N5 1.358
5 N 0.469 0.753 -0.072  N4 1.358, C6 1.412
6 C 1.731 0.201 0.238  N5 1.412, H7 1.119, H8 1.114, H9 1.061
7 H 2.291 -0.339 -0.565  C6 1.119
8 H 1.744 -0.378 1.189  C6 1.114
9 H 2.380 1.025 0.398  C6 1.061

=====

*b*
Entry from OMol25: a 2-piece molecular cluster, CH4N4 overall (wB97M-V/def2-TZVPD).

Calculated values
Molecular weight   72.07 g mol⁻¹
SMILES string   [H]/N=N\N.C#N
HOMO   -8.3 eV
Frontier orbital gap   0.3355 hartree

Bonds (Å) are listed after each position.
Cartesian coordinates (Å):
1 H -0.118 -0.946 -0.279  N2 1.043
2 N 0.731 -1.367 0.158  H1 1.043, N3 1.186
3 N 1.636 -0.664 0.465  N2 1.186, N4 1.309
4 N 1.473 0.629 0.351  N3 1.309, H5 0.973, H6 1.033
5 H 2.261 1.200 0.323  N4 0.973
6 H 0.512 0.915 0.101  N4 1.033
7 C -2.442 -0.420 0.138  N8 1.138, H9 1.063
8 N -1.514 -0.003 -0.371  C7 1.138
9 H -3.412 -0.774 0.393  C7 1.063

=====

In terms of stability, *b* leads; the second structure lies 179.7 kJ/mol higher.

=====

*a*
Entry from OMol25: a 2-piece molecular cluster, C3H8NO overall (wB97M-V/def2-TZVPD).

Calculated values
Molecular weight   74.10 g mol⁻¹
HOMO   -15.5 eV
Frontier orbital gap   0.2644 hartree
Total charge   +1

Bonds (Å) are listed after each position.
Cartesian coordinates (Å):
1 C -0.789 -0.633 0.117  C2 1.346, N4 1.409, H5 1.093
2 C -1.998 -0.643 -0.474  C1 1.346, H6 1.096, H7 1.091
3 C 0.487 1.086 0.381  N4 1.376, H8 1.105, H9 1.097
4 N -0.312 0.240 1.116  C1 1.409, C3 1.376, H10 1.017
5 H 0.018 -1.234 -0.308  C1 1.093
6 H -2.827 -0.055 -0.064  C2 1.096
7 H -2.213 -1.183 -1.397  C2 1.091
8 H 1.307 1.454 1.022  C3 1.105
9 H -0.131 1.916 0.015  C3 1.097
10 H -0.791 0.495 1.976  N4 1.017
11 H 2.809 -0.676 -1.472  O13 0.964
12 H 2.010 0.028 -0.317  O13 0.965
13 O 2.431 -0.795 -0.594  H11 0.964, H12 0.965

=====

*b*
Entry from OMol25: a 2-piece molecular cluster, C3H8NO overall (wB97M-V/def2-TZVPD).

Calculated values
Molecular weight   74.10 g mol⁻¹
HOMO   -13.9 eV
Frontier orbital gap   0.3627 hartree
Total charge   +1

Bonds (Å) are listed after each position.
Cartesian coordinates (Å):
1 C -1.096 1.132 1.496  C3 1.332, H6 1.140, H7 1.078
2 C 0.768 -0.992 -1.128  N4 1.252, H8 0.995, H9 1.184
3 C -1.433 0.551 0.346  C1 1.332, O5 1.381, H10 1.083
4 N 1.621 -0.946 -0.213  C2 1.252, H11 0.992, H12 1.022
5 O -0.506 0.504 -0.676  C3 1.381, H13 0.996
6 H 0.016 1.375 1.429  C1 1.140
7 H -1.723 1.024 2.367  C1 1.078
8 H -0.113 -1.446 -1.046  C2 0.995
9 H 0.975 -0.664 -2.246  C2 1.184
10 H -2.281 -0.049 0.041  C3 1.083
11 H 2.497 -0.499 -0.343  N4 0.992
12 H 1.446 -1.434 0.668  N4 1.022
13 H -0.173 1.443 -0.694  O5 0.996

=====

In terms of stability, *b* leads; the second structure lies 286.6 kJ/mol higher.

=====

*a*
Entry from OMol25: one molecule with the formula CH3OPS (wB97M-V/def2-TZVPD).

Calculated values
Molecular weight   94.07 g mol⁻¹
SMILES string   CS(=O)#P
HOMO (alpha / beta)   -8.5 / -8.5 eV
Frontier orbital gap (alpha / beta)   0.2459 / 0.2550 hartree

Bonds (Å) are listed after each position.
Cartesian coordinates (Å):
1 C 0.801 0.355 0.073  S2 1.931, H5 1.113, H6 1.105, H7 1.094
2 S -1.083 0.376 -0.351  C1 1.931, O3 1.478, P4 1.981
3 O -1.610 -0.419 0.777  S2 1.478
4 P -1.297 -1.181 -1.556  S2 1.981
5 H 1.538 -0.460 -0.105  C1 1.113
6 H 0.303 0.030 1.004  C1 1.105
7 H 1.348 1.298 0.156  C1 1.094

=====

*b*
Entry from OMol25: one molecule with the formula CH3OPS (wB97M-V/def2-TZVPD).

Calculated values
Molecular weight   94.07 g mol⁻¹
HOMO (alpha / beta)   -8.5 / -9.0 eV
Frontier orbital gap (alpha / beta)   0.2609 / 0.2885 hartree

Bonds (Å) are listed after each position.
Cartesian coordinates (Å):
1 C 0.901 0.443 -0.737  P3 1.714, H5 1.151, H6 1.059
2 O -1.100 -0.289 1.181  P3 1.743, S4 1.584
3 P -0.697 -0.132 -0.507  C1 1.714, O2 1.743, H7 1.375
4 S -0.177 -0.927 2.298  O2 1.584
5 H 1.522 -0.223 -0.033  C1 1.151
6 H 1.151 0.224 -1.743  C1 1.059
7 H -1.601 0.903 -0.459  P3 1.375

=====

In terms of stability, *b* leads; the second structure lies 59.4 kJ/mol higher.